Entry 1:
The following is a DFT calculation (the ωB97M-V functional and the def2-TZVPD basis) of a 10-piece molecular cluster, C26H43F9O34S7 overall.

Geometry as XYZ:
```
119
C26H43F9O34S7 (the ωB97M-V functional and the def2-TZVPD basis)
C 3.01 0.41 5.91
C 1.74 0.06 5.19
O 1.59 -1.34 5.11
C 0.62 -1.86 4.37
O -0.24 -1.18 3.87
C 0.71 -3.39 4.16
F 1.80 -3.86 4.74
F -0.40 -3.91 4.68
F 0.79 -3.68 2.87
H 3.03 0.10 6.95
H 2.98 1.51 5.94
H 3.95 0.15 5.43
H 1.80 0.52 4.19
H 0.92 0.55 5.72
C 0.76 -3.00 -2.75
C -0.38 -2.35 -3.59
O 0.25 -1.31 -4.33
C -0.29 -0.12 -4.49
O -1.39 0.21 -4.17
C 0.79 0.85 -4.98
F 0.42 1.45 -6.09
F 0.94 1.79 -4.04
F 1.96 0.24 -5.08
H 1.44 -2.26 -2.34
H 1.25 -3.64 -3.48
H 0.30 -3.56 -1.94
H -1.11 -2.00 -2.87
H -0.65 -3.11 -4.32
C -5.32 -7.89 -0.74
C -5.31 -6.40 -0.35
O -4.11 -5.73 -0.71
C -2.99 -6.03 -0.05
O -2.87 -6.93 0.72
C -1.85 -5.07 -0.47
F -0.77 -5.80 -0.72
F -2.16 -4.27 -1.46
F -1.52 -4.33 0.60
H -4.79 -8.48 0.00
H -4.89 -8.01 -1.74
H -6.36 -8.21 -0.78
H -5.50 -6.21 0.71
H -6.17 -6.03 -0.91
O 5.71 -1.11 2.45
S 4.69 -1.92 1.84
O 3.52 -2.30 2.58
O 4.27 -1.23 0.46
C 5.35 -1.47 -0.48
C 5.60 -2.94 -0.28
O 5.25 -3.26 1.06
H 5.00 -1.14 -1.45
H 6.15 -0.78 -0.17
H 6.64 -3.22 -0.48
H 5.01 -3.54 -0.97
O -4.65 -3.13 -5.78
S -3.99 -1.96 -5.27
O -2.77 -1.48 -5.82
O -5.03 -0.72 -5.00
C -4.89 -0.16 -3.72
C -4.00 -1.09 -2.86
O -3.78 -2.25 -3.66
H -4.38 0.79 -3.90
H -5.83 0.13 -3.26
H -4.41 -1.40 -1.90
H -2.99 -0.73 -2.66
O 0.02 3.26 -0.09
S -0.89 4.02 -0.89
O -0.50 5.39 -1.11
O -1.23 3.36 -2.32
C -2.61 3.04 -2.51
C -3.34 3.86 -1.41
O -2.41 3.93 -0.34
H -3.00 3.30 -3.49
H -2.69 1.96 -2.39
H -4.12 3.27 -0.93
H -3.70 4.83 -1.75
O -2.98 2.53 6.06
S -2.34 1.47 5.35
O -2.01 0.27 6.04
O -3.21 1.13 4.05
C -2.36 1.05 2.92
C -1.30 2.12 3.12
O -1.02 1.94 4.53
H -1.98 0.06 2.65
H -2.98 1.22 2.04
H -1.61 3.15 2.99
H -0.38 1.87 2.61
O 2.96 3.66 4.29
S 2.26 3.58 3.04
O 2.22 2.36 2.29
O 0.85 4.36 3.13
C 0.98 5.76 3.00
C 2.19 5.93 2.09
O 2.92 4.73 2.08
H 0.08 6.15 2.53
H 1.12 6.19 4.00
H 2.82 6.78 2.37
H 1.91 6.23 1.07
O -1.92 0.80 -0.64
S -0.97 -0.24 -0.41
O -1.36 -1.63 -0.56
O 0.39 0.00 -1.29
C 1.54 0.18 -0.50
C 1.21 -0.45 0.80
O -0.14 -0.02 0.95
H 2.44 -0.19 -0.99
H 1.77 1.21 -0.23
H 1.83 -0.13 1.63
H 1.31 -1.54 0.77
O 5.32 2.69 -3.49
S 4.11 2.98 -2.79
O 3.19 1.92 -2.46
O 4.38 3.79 -1.40
C 3.53 4.93 -1.26
C 2.59 4.91 -2.48
O 3.40 4.27 -3.46
H 2.99 4.75 -0.32
H 4.16 5.81 -1.15
H 2.39 5.88 -2.92
H 1.69 4.35 -2.26
```

Properties
Relative energy (zero: lowest compared OMol25 entry of this formula, charge and spin) in kJ/mol: 0.0
Orbital gap in eV: 10.7802
SMILES: CCOC(=O)C(F)(F)F.CCOC(=O)C(F)(F)F.CCOC(=O)C(F)(F)F.O=S1(=O)OCCO1.O=S1(=O)OCCO1.O=S1(=O)OCCO1.O=S1(=O)OCCO1.O=S1(=O)OCCO1.O=S1(=O)OCCO1.O=S1(=O)OCCO1

=====

Entry 2:
The following is a DFT calculation (the ωB97M-V functional and the def2-TZVPD basis) of one molecule with the formula C2H4N2O2S.

Geometry as XYZ:
```
11
C2H4N2O2S (the ωB97M-V functional and the def2-TZVPD basis)
O 2.03 1.07 -1.13
N 0.71 1.29 -0.97
C 0.26 0.36 -0.28
N 0.95 -0.53 0.52
O 0.05 -1.57 0.91
C -1.14 -0.96 1.20
S -1.50 0.22 -0.15
H 2.40 1.82 -1.62
H 1.74 -0.92 0.02
H -1.97 -1.70 1.28
H -1.10 -0.39 2.14
```

Properties
Relative energy (zero: lowest compared OMol25 entry of this formula, charge and spin) in kJ/mol: 389.2
Orbital gap in eV: 9.3387
SMILES: O/N=C1\NOCS1

=====

Entry 3:
The following is a DFT calculation (the ωB97M-V functional and the def2-TZVPD basis) of an isolated ion of composition C4H8NO and charge +1.

Geometry as XYZ:
```
14
C4H8NO (the ωB97M-V functional and the def2-TZVPD basis)
C -0.11 -1.72 0.64
N 0.74 -0.53 0.92
C 0.09 0.82 -0.03
C 0.26 1.67 -1.24
C -1.07 1.04 -0.77
O -0.94 1.49 0.59
H -1.10 -1.70 1.17
H -0.17 -1.97 -0.53
H 0.47 -2.64 0.90
H 1.74 -0.74 0.77
H 0.74 -0.22 1.85
H 0.89 1.26 -1.97
H 0.36 2.71 -1.07
H -1.91 0.53 -1.22
```

Properties
Relative energy (zero: lowest compared OMol25 entry of this formula, charge and spin) in kJ/mol: 476.1
Orbital gap in eV: 10.1071
Net charge: +1
SMILES: C[NH2+][C@@]12C[C@@H]1O2

=====

Entry 4:
The following is a DFT calculation (the ωB97M-V functional and the def2-TZVPD basis) of a 2-piece molecular cluster, C6H10Br3OP overall.

Geometry as XYZ:
```
21
C6H10Br3OP (the ωB97M-V functional and the def2-TZVPD basis)
C 0.81 -1.37 0.19
C -0.32 -1.02 1.03
C -2.45 -1.64 -0.24
C -1.55 -0.69 0.10
C -1.87 0.71 -0.28
C 2.15 1.61 -0.07
O 1.36 0.09 -2.28
P 1.31 0.13 -0.82
Br 0.22 0.34 2.29
Br -2.32 -3.52 0.13
Br 4.20 -1.43 0.01
H 1.66 -1.75 0.73
H 0.54 -2.01 -0.63
H -0.59 -1.89 1.65
H -3.41 -1.35 -0.78
H -2.41 1.08 0.54
H -2.53 0.81 -1.20
H -0.98 1.37 -0.32
H 2.92 1.88 -0.74
H 1.36 2.40 0.05
H 2.58 1.15 0.87
```

Properties
Relative energy (zero: lowest compared OMol25 entry of this formula, charge and spin) in kJ/mol: 167.4
Orbital gap in eV: 6.0538

=====

Entry 5:
The following is a DFT calculation (the ωB97M-V functional and the def2-TZVPD basis) of a 7-piece molecular cluster, CH16O6S overall.

Geometry as XYZ:
```
24
CH16O6S (the ωB97M-V functional and the def2-TZVPD basis)
C 0.53 1.17 -1.11
S 1.50 0.72 0.40
H 0.05 0.22 -1.36
H -0.26 1.91 -0.92
H 1.16 1.61 -1.88
H 2.58 0.30 -0.33
H 0.72 -1.14 -2.93
H 0.66 -2.03 -1.85
O 0.92 -2.06 -2.79
H -2.15 0.30 1.03
H -2.47 0.59 -0.41
O -2.10 -0.08 0.14
H 1.52 -1.47 2.42
H 1.31 -2.24 3.68
O 2.02 -1.98 3.07
H -3.98 2.37 -2.69
H -2.86 1.37 -2.36
O -3.25 2.20 -2.07
H 1.76 -3.42 -0.46
H 2.20 -2.71 0.88
O 1.64 -2.66 0.10
H -2.28 2.89 1.25
H -1.83 2.58 2.70
O -2.17 2.19 1.89
```

Properties
Relative energy (zero: lowest compared OMol25 entry of this formula, charge and spin) in kJ/mol: 66.3
Spin multiplicity: 2
Orbital gap (spin up / spin down) in eV: 10.4942 / 5.6806
Net charge: +1

=====

Entry 6:
The following is a DFT calculation (the ωB97M-V functional and the def2-TZVPD basis) of one molecule with the formula C7H8N2O3.

Geometry as XYZ:
```
20
C7H8N2O3 (the ωB97M-V functional and the def2-TZVPD basis)
C -1.55 1.07 -3.82
O -0.80 0.05 -2.91
C -0.26 0.72 -1.95
O -0.27 1.95 -2.05
C -0.02 0.04 -0.70
C 0.19 0.88 0.37
N 0.61 0.35 1.54
C 0.63 -0.98 1.60
O 0.73 -1.59 2.85
C 1.32 -0.81 3.82
C 0.15 -1.76 0.56
N -0.14 -1.32 -0.57
H -2.47 1.49 -3.13
H -1.68 0.51 -4.88
H -0.99 2.02 -4.09
H 0.02 2.03 0.34
H 2.32 -0.39 3.54
H 0.69 0.17 4.07
H 1.27 -1.60 4.72
H 0.25 -2.83 0.70
```

Properties
Relative energy (zero: lowest compared OMol25 entry of this formula, charge and spin) in kJ/mol: 305.5
Orbital gap in eV: 9.3710
SMILES: COC(=O)c1cnc(OC)cn1

=====

Which E belongs to each record? In order, -197571.9483 -20045.4490 -7803.1684 -227846.0128 -24407.4436 -16508.4675 eV.